(1)
ORCA calculation (ωB97M-V with the def2-TZVPD basis set) on 2 unconnected molecules or ions with the total composition C3H4FO2S at a distorted geometry.

E_HOMO (spin up / spin down) = -0.09216 / -0.09231 hartree
net charge = -1
strongest force on any atom = 2.7 eV/Å

```
11
Properties=species:S:1:pos:R:3:forces:R:3:nbo_charge:R:1
C -1.0748 -0.5894 0.9669 -1.213 1.753 -0.767 -0.519
C -0.3169 0.4771 0.7074 2.006 -0.811 0.223 -0.283
C 1.1010 0.5580 0.5120 -1.191 1.929 -0.241 -0.023
O 0.1865 0.8862 -2.6468 0.368 -1.105 0.632 -0.986
O -0.3136 -1.3541 -1.7239 -0.322 -0.275 0.312 -0.940
F 1.7599 -0.4785 1.0323 1.502 -1.825 0.824 -0.392
S 0.6891 -0.3291 -1.9433 0.477 1.961 -0.253 1.477
H -2.0710 -0.5253 0.5983 -0.980 0.083 0.227 0.176
H -0.8096 -1.5129 1.3048 1.279 -2.257 0.750 0.177
H -0.7772 1.3345 0.3642 -1.181 1.790 -0.812 0.186
H 1.6267 1.5336 0.8280 -0.745 -1.244 -0.896 0.127
```
Forces are in eV/Å.

---

(2)
ORCA calculation (ωB97M-V with the def2-TZVPD basis set) on 2 unconnected molecules or ions with the total composition C3H4FO3 at a distorted geometry.

E_HOMO = -0.10303 hartree
net charge = -1
strongest force on any atom = 4.0 eV/Å

```
11
Properties=species:S:1:pos:R:3:forces:R:3:nbo_charge:R:1
C 1.7806 -0.3200 -0.6503 -0.065 -0.432 3.941 0.914
C -1.0339 1.1070 0.0886 2.848 2.406 1.001 -0.261
C -0.2693 -1.0710 0.2276 1.164 -1.248 -1.951 0.137
O 1.7111 -0.4849 -1.8091 -0.082 -0.018 -1.870 -0.653
O 2.4660 -0.0428 0.3221 -0.954 -0.211 -1.536 -0.682
O -1.3330 -0.2088 -0.0863 -1.220 -1.288 0.891 -0.585
F -0.0963 -1.2793 1.6294 -0.681 0.303 -0.455 -0.438
H -1.7920 1.8370 -0.4043 1.341 -1.474 0.461 0.163
H 0.1227 1.0857 -0.3249 -2.615 1.337 0.750 0.172
H -0.9313 1.4676 1.2377 -0.362 -0.931 -2.280 0.141
H -0.6246 -2.0906 -0.2305 0.626 1.557 1.047 0.094
```
Forces are in eV/Å.

---

(3)
ORCA calculation (ωB97M-V with the def2-TZVPD basis set) on a molecular structure, C3H4FeLiO4 at a distorted geometry.

⟨S²⟩ = 12.008
multiplicity = 7
E_HOMO (spin up / spin down) = -0.68626 / -0.82659 hartree
net charge = +3
strongest force on any atom = 3.7 eV/Å

```
13
Properties=species:S:1:pos:R:3:forces:R:3:nbo_charge:R:1
H -1.0820 0.4225 -1.4175 -0.734 0.420 -0.299 0.301
C -1.2943 0.3213 -0.3534 3.467 0.557 -1.136 0.295
C -1.8563 1.3834 0.4667 0.518 -0.092 -0.310 -0.122
O -2.6013 0.2225 0.0464 -1.183 -0.806 1.312 0.137
H -1.6305 1.4264 1.5319 -0.840 0.008 0.530 0.333
H -2.1446 2.3179 -0.0190 -0.106 0.364 -0.221 0.361
O 1.6206 0.3823 0.0159 -1.615 -0.940 0.507 -0.752
C 0.9164 -0.6016 0.0761 0.197 -0.264 -1.637 1.093
O -0.3828 -0.6605 0.1317 -2.191 -0.143 0.660 -0.456
Fe 3.0941 1.6156 0.0370 1.861 1.686 0.037 0.963
H 0.6759 -2.4463 -0.2879 0.241 -0.100 0.239 0.572
Li 3.2706 -2.5639 -0.1230 0.585 -0.514 0.004 0.992
O 1.4143 -1.8197 -0.1049 -0.200 -0.176 0.314 -0.716
```
Forces are in eV/Å.

---

(4)
ORCA calculation (ωB97M-V with the def2-TZVPD basis set) on a molecular structure, C3H4FeO2 at a distorted geometry.

⟨S²⟩ = 6.023
multiplicity = 5
E_HOMO (spin up / spin down) = -0.30668 / -0.31066 hartree
strongest force on any atom = 4.0 eV/Å

```
10
Properties=species:S:1:pos:R:3:forces:R:3:nbo_charge:R:1
C -2.6333 0.6803 0.2315 -0.931 -0.533 -0.263 -0.233
O -1.3271 0.9991 -0.1050 -0.201 0.778 0.427 -0.933
C 0.5745 -2.1689 -0.5111 1.712 -0.028 0.643 -0.403
C 1.3543 -1.2880 -0.1066 -3.846 -0.678 -0.727 0.301
O 1.4106 -0.0669 0.2755 2.585 0.317 0.432 -0.894
Fe 0.3057 1.3385 0.4682 -0.450 -0.427 -0.273 1.448
H -3.3448 1.3014 -0.3434 0.223 -0.233 0.120 0.161
H -2.8073 -0.3814 -0.0273 -0.075 0.377 -0.005 0.171
H -2.9258 0.7735 1.2938 0.527 0.190 -0.183 0.154
H 0.0727 -3.1139 -0.6105 0.456 0.237 -0.170 0.226
```
Forces are in eV/Å.

---

(5)
ORCA calculation (ωB97M-V with the def2-TZVPD basis set) on a molecular structure, C3H4FeO2 at a distorted geometry.

⟨S²⟩ = 8.793
multiplicity = 6
E_HOMO (spin up / spin down) = -0.46213 / -0.52564 hartree
net charge = +1
strongest force on any atom = 2.0 eV/Å

```
10
Properties=species:S:1:pos:R:3:forces:R:3:nbo_charge:R:1
C 0.0829 0.9000 0.6133 -0.155 0.601 1.114 -0.463
C 0.6315 1.7412 -0.3370 -0.115 -1.151 -0.741 -0.196
H 0.7108 0.6205 1.4673 0.003 -0.383 -0.563 0.231
H -0.9333 1.1204 0.9600 0.086 -0.417 -0.536 0.231
H 1.7046 1.7388 -0.5370 -0.289 0.160 0.219 0.206
H 0.0005 2.2523 -1.0665 0.163 0.028 0.363 0.206
C -0.3765 -1.2758 -0.0358 0.473 1.922 0.397 0.794
O -0.1307 -1.6258 -1.2132 -0.094 -0.490 -0.210 -0.728
O -0.8606 -2.0650 0.8100 -0.097 -0.356 -0.062 -0.728
Fe -0.8293 -3.4065 -0.6611 0.025 0.087 0.019 1.447
```
Forces are in eV/Å.

---

(6)
ORCA calculation (ωB97M-V with the def2-TZVPD basis set) on a molecular structure, C3H4GaO2 at a distorted geometry.

⟨S²⟩ = 0.759
multiplicity = 2
E_HOMO (spin up / spin down) = -0.66997 / -0.82688 hartree
net charge = +2
strongest force on any atom = 3.7 eV/Å

```
10
Properties=species:S:1:pos:R:3:forces:R:3:nbo_charge:R:1
H -0.8412 -0.7203 -2.5048 -1.000 -1.402 -0.109 -0.053
O 0.8102 -0.7759 -0.3657 -0.612 -0.715 -1.777 -0.402
O -0.8139 -0.3857 0.9397 -1.584 -1.484 -0.578 -0.355
C 0.8795 0.6071 -0.1711 0.764 -0.329 1.359 0.191
C -0.0128 0.8374 0.9989 0.253 0.860 -0.225 -0.191
C -0.3445 -1.2233 0.0751 1.483 2.168 2.553 0.333
H 1.8444 1.0577 -0.3787 -0.149 -0.027 -0.155 0.272
H 0.4929 0.8787 1.9749 -0.031 -0.117 -0.113 0.289
H -0.6917 1.6965 0.9050 0.099 -0.237 0.087 0.287
Ga -1.3231 -1.9723 -1.4733 0.776 1.281 -1.043 1.628
```
Forces are in eV/Å.

---

(7)
ORCA calculation (ωB97M-V with the def2-TZVPD basis set) on a molecular structure, C3H4GaO3 at a distorted geometry.

E_HOMO = -0.53071 hartree
net charge = +1
strongest force on any atom = 5.5 eV/Å

```
11
Properties=species:S:1:pos:R:3:forces:R:3:nbo_charge:R:1
H -3.5047 0.8798 -0.9560 -1.116 -1.354 -0.022 -0.218
Ga -2.7071 -0.4642 -0.4782 -0.900 2.414 -0.935 1.598
O 0.6819 0.7853 1.3435 -1.295 0.949 -0.144 -0.447
C 1.0608 -0.2611 0.6005 3.297 -1.659 2.016 0.944
C -0.7437 0.9876 1.1812 0.426 0.495 1.175 -0.130
O 2.0894 -0.8672 0.7949 -1.812 1.186 -0.889 -0.516
O 0.1183 -0.6194 -0.2516 -2.606 0.831 -1.331 -0.498
C -1.0297 0.3899 -0.1803 4.907 -2.467 0.743 -0.467
H -0.9575 2.0610 1.2360 0.075 -0.285 -0.025 0.241
H -1.2303 0.4761 2.0247 -0.007 0.116 -0.261 0.204
H -0.7781 1.1137 -0.9743 -0.969 -0.225 -0.326 0.288
```
Forces are in eV/Å.

---

(8)
ORCA calculation (ωB97M-V with the def2-TZVPD basis set) on a molecular structure, C3H4I2 at a distorted geometry.

E_HOMO = -0.32348 hartree
strongest force on any atom = 4.7 eV/Å

```
9
Properties=species:S:1:pos:R:3:forces:R:3:nbo_charge:R:1
C 0.3261 0.6206 0.6091 -0.487 -0.103 2.395 -0.499
C 0.9155 -0.5918 -0.1468 -4.433 1.329 0.873 -0.397
C -0.7287 0.0936 -0.3307 2.364 -1.985 0.873 -0.418
I -2.1627 -1.2926 0.4625 0.273 0.478 -0.090 0.153
I -1.3848 0.9972 -2.1159 0.454 0.029 0.430 0.214
H 0.1796 0.4097 1.7777 0.012 0.620 -2.735 0.237
H 0.6193 1.7077 0.4588 0.130 -1.693 -0.092 0.246
H 1.4562 -0.3116 -1.0004 0.965 -0.385 -0.955 0.219
H 0.7796 -1.6328 0.2856 0.722 1.710 -0.699 0.245
```
Forces are in eV/Å.

---

(9)
ORCA calculation (ωB97M-V with the def2-TZVPD basis set) on a molecular structure, C3H4I3N at a distorted geometry.

E_HOMO (spin up / spin down) = -0.29906 / -0.29791 hartree
strongest force on any atom = 1.9 eV/Å

```
11
Properties=species:S:1:pos:R:3:forces:R:3:nbo_charge:R:1
C -0.9999 -0.8686 0.1416 0.011 -0.227 0.129 -0.458
C -0.3099 0.2998 -0.4628 1.823 -0.217 0.234 -0.343
C -1.5721 0.5113 0.2630 -0.455 0.253 -0.109 -0.366
N 3.4387 -0.1136 0.8210 -0.486 -0.412 0.474 -1.013
I -3.3079 1.0024 -0.8912 0.454 -0.061 0.294 0.114
I 1.7732 0.9231 0.5102 -1.227 0.448 -0.504 0.822
I 4.8476 -0.2818 -0.6113 0.015 0.088 -0.427 0.292
H -1.4646 -1.5956 -0.5081 -0.107 0.053 -0.096 0.235
H -0.5815 -1.2968 1.0440 0.012 0.031 0.032 0.234
H -0.2278 0.4179 -1.5294 -0.031 0.054 -0.090 0.238
H -1.5957 1.0019 1.2229 -0.007 -0.010 0.063 0.245
```
Forces are in eV/Å.

---

(10)
ORCA calculation (ωB97M-V with the def2-TZVPD basis set) on 2 unconnected molecules or ions with the total composition C3H4IN at a distorted geometry.

E_HOMO (spin up / spin down) = -0.37774 / -0.32973 hartree
strongest force on any atom = 3.0 eV/Å

```
9
Properties=species:S:1:pos:R:3:forces:R:3:nbo_charge:R:1
C 0.3155 1.5004 -0.2180 0.373 -2.012 0.333 0.191
C -0.6542 -0.7022 0.5931 -1.178 -1.634 0.843 -0.708
C 0.4759 0.0201 -0.0944 -1.491 2.585 -0.136 -0.268
N 0.1798 2.6453 -0.2607 0.000 -0.179 -0.071 -0.291
I 2.3683 -0.6535 0.1351 0.684 -0.287 0.043 0.291
H -0.8525 -1.6889 0.0874 0.682 0.626 0.599 0.243
H -0.5040 -0.9489 1.7593 -0.076 0.800 -2.629 0.247
H -1.6568 -0.2285 0.4399 1.070 0.235 0.364 0.247
H 0.3279 0.0561 -2.4417 -0.063 -0.133 0.653 0.048
```
Forces are in eV/Å.

---

(11)
ORCA calculation (ωB97M-V with the def2-TZVPD basis set) on 2 unconnected molecules or ions with the total composition C3H4IN3O2 at a distorted geometry.

E_HOMO = -0.32652 hartree
strongest force on any atom = 5.2 eV/Å

```
13
Properties=species:S:1:pos:R:3:forces:R:3:nbo_charge:R:1
C -1.3210 -0.7331 0.8086 -1.923 1.015 1.073 0.161
C 0.5170 -0.4933 -0.4203 1.597 -0.347 0.122 0.722
C 0.3882 2.7651 -0.6393 -0.317 -0.301 -0.025 0.161
N -0.9469 -1.9015 0.5156 -1.182 -2.490 1.521 -0.272
N -0.5121 0.1842 0.1764 -0.654 2.503 0.575 -0.631
N 0.1570 -1.8242 -0.2014 -1.161 5.094 -0.235 -0.413
O 1.5621 -0.0319 -0.8818 -0.963 -0.588 -0.168 -0.680
O 1.6287 2.6834 -0.4411 -1.534 1.128 2.576 -0.624
I -0.3105 2.3303 -2.6472 0.310 0.287 -0.260 -0.003
H -2.1785 -0.5816 1.5585 1.501 0.248 -1.711 0.225
H -0.6010 1.2608 0.1628 0.287 -2.243 0.260 0.444
H 0.6225 -2.6009 -0.4056 2.432 -3.576 -1.182 0.401
H 2.2969 2.6010 -1.0722 1.607 -0.731 -2.545 0.509
```
Forces are in eV/Å.

---

(12)
ORCA calculation (ωB97M-V with the def2-TZVPD basis set) on a molecular structure, C3H4LaO at a distorted geometry.

⟨S²⟩ = 0.824
multiplicity = 2
E_HOMO (spin up / spin down) = -0.55714 / -0.55092 hartree
net charge = +2
strongest force on any atom = 4.9 eV/Å

```
9
Properties=species:S:1:pos:R:3:forces:R:3:nbo_charge:R:1
C -0.5428 1.2164 0.3632 2.950 -0.291 2.869 -0.300
C 0.4055 0.8766 -0.6446 -1.325 -3.230 -3.264 -0.183
C 0.4202 -0.3858 0.0503 -0.848 4.330 1.097 0.173
O -0.0804 -1.4927 -0.1112 -0.574 -4.855 -0.500 -0.821
La -0.1357 -3.9568 1.1193 0.027 1.815 -0.917 1.902
H -1.5728 1.4444 0.0827 0.281 -0.296 -0.424 0.293
H -0.2544 1.4222 1.3966 -0.153 0.156 -0.488 0.282
H 0.1614 0.9320 -1.7071 0.572 0.520 -0.129 0.262
H 1.5991 -0.0564 -0.5492 -0.931 1.850 1.756 0.392
```
Forces are in eV/Å.